Entry 1:
Here is a single C9H16N2O5 molecule from the Open Molecules 2025 dataset. Energies are from wB97M-V/def2-TZVPD.

Output
**HOMO-LUMO gap**: 0.3643 hartree
**Lowest unoccupied orbital energy**: 0.3 eV
**Total energy**: -838.0939 Ha
**Highest occupied orbital energy**: -9.647 eV
**SMILES**: CC(C)[C@H](NC(=O)[C@@H](N)CC(=O)O)C(=O)O
**Total charge**: 0
**Energy relative to the best compared isomer or geometry (same formula, charge and spin)**: 589.4 kJ/mol

CARTESIAN COORDINATES (ANGSTROEM)
1 C -0.767 0.794 1.324
2 C -1.278 -0.399 0.672
3 C -1.252 1.024 2.719
4 C -1.047 2.360 3.247
5 C 0.547 -0.340 -1.114
6 C 0.184 0.238 -2.577
7 C 1.498 -1.641 -1.156
8 C 0.790 -2.799 -1.932
9 C 3.003 -1.260 -1.807
10 H -1.208 2.690 0.981
11 H -2.391 1.519 0.366
12 H 0.320 0.842 1.541
13 H -0.785 0.406 3.453
14 H -2.347 0.606 2.787
15 H -1.088 3.601 4.577
16 H -1.086 -1.326 -1.205
17 H 0.867 0.552 -0.433
18 H 1.585 -2.206 -0.114
19 H -0.114 -3.223 -1.328
20 H 0.226 -2.410 -2.863
21 H 1.357 -3.604 -2.059
22 H 2.843 -1.599 -3.043
23 H 3.057 -0.066 -1.618
24 H 3.793 -1.920 -1.078
25 H -0.835 1.389 -1.464
26 N -1.249 1.765 0.323
27 N -0.659 -0.741 -0.451
28 O -2.235 -1.104 1.026
29 O -0.427 3.312 2.805
30 O -1.424 2.566 4.470
31 O 1.010 -0.081 -3.599
32 O -0.888 1.053 -2.448

Charges per atom according to Löwdin partitioning, unit e: -0.3550, -0.5013, -0.0689, -0.5939, -0.2242, -0.3118, -0.3360, -0.1050, -0.0920, 0.1402, 0.2006, 0.1686, 0.1415, 0.1857, 0.2337, 0.1690, 0.1630, 0.1502, 0.1017, 0.1045, 0.0130, 0.1349, 0.0878, 0.1105, 0.1045, 0.0534, 0.0640, 0.0568, 0.0683, 0.0973, -0.0250, 0.0641

Entry 2:
Here is 2 unconnected molecules or ions with the total composition C5H14NO from the Open Molecules 2025 dataset. Energies are from wB97M-V/def2-TZVPD.

Output
**HOMO-LUMO gap**: 0.4649 hartree
**Lowest unoccupied orbital energy**: -3.0 eV
**Total energy**: -328.6275 Ha
**Highest occupied orbital energy**: -15.638 eV
**Total charge**: +1
**Energy relative to the best compared isomer or geometry (same formula, charge and spin)**: 154.2 kJ/mol

CARTESIAN COORDINATES (ANGSTROEM)
1 C -1.709 1.533 0.041
2 C -1.035 0.247 0.288
3 N 0.270 0.212 -0.537
4 C 1.578 0.229 0.198
5 C 1.123 -0.177 1.637
6 C -0.470 0.074 1.688
7 H -2.170 1.483 -0.950
8 H -1.111 2.458 0.208
9 H -2.372 1.888 0.801
10 H -1.469 -0.734 -0.105
11 H 0.245 1.018 -1.284
12 H 0.254 -0.633 -1.173
13 H 2.403 -0.408 -0.139
14 H 1.817 1.224 0.155
15 H 1.396 -1.209 1.923
16 H 1.592 0.486 2.371
17 H -0.715 1.136 2.113
18 H -1.018 -0.587 2.262
19 H 0.886 -2.127 -3.076
20 H -0.589 -2.411 -2.640
21 O 0.255 -1.813 -2.477

Charges per atom according to Löwdin partitioning, unit e: -0.0605, -0.3158, 0.0293, -0.0853, -0.0939, -0.0975, 0.1012, 0.1175, 0.0882, 0.1761, 0.2162, 0.1045, 0.1410, 0.0928, 0.1165, 0.1111, 0.1461, 0.0867, 0.0282, 0.1503, -0.0527

Entry 3:
Here is a single C6H7NO molecule from the Open Molecules 2025 dataset. Energies are from wB97M-V/def2-TZVPD.

Output
**HOMO-LUMO gap (alpha / beta)**: 0.2275 / 0.2705 hartree
**Lowest unoccupied orbital energy (alpha / beta)**: -0.1 / 0.4 eV
**Total energy**: -362.5912 Ha
**Highest occupied orbital energy (alpha / beta)**: -6.336 / -6.988 eV
**Total charge**: 0
**Energy relative to the best compared isomer or geometry (same formula, charge and spin)**: 583.7 kJ/mol

CARTESIAN COORDINATES (ANGSTROEM)
1 C -2.379 0.991 0.136
2 C 0.149 -1.656 0.635
3 C -1.074 0.350 -0.170
4 C 1.336 0.436 -0.346
5 C 0.141 1.022 -0.387
6 C 2.588 0.144 -0.152
7 O -0.907 -1.036 0.368
8 N 0.806 -2.682 0.545
9 H 1.172 -3.024 -0.341
10 H 0.049 2.034 -0.770
11 H -2.343 1.601 1.042
12 H -2.650 1.641 -0.699
13 H -3.156 0.236 0.242
14 H 3.113 0.387 0.763
15 H 3.154 -0.445 -0.866

Charges per atom according to Löwdin partitioning, unit e: -0.0604, -0.2823, -0.2346, -0.1183, -0.0970, -0.0099, 0.0762, 0.1560, 0.0785, 0.1249, 0.0803, 0.0841, 0.0803, 0.0639, 0.0582

Entry 4:
Here is a molecular structure, C23H22Br4Ge2KO3S2 from the Open Molecules 2025 dataset. Energies are from wB97M-V/def2-TZVPD.

Output
**HOMO-LUMO gap (alpha / beta)**: 0.1962 / 0.1645 hartree
**Lowest unoccupied orbital energy (alpha / beta)**: 4.1 / 3.3 eV
**Total energy**: -16961.6514 Ha
**Highest occupied orbital energy (alpha / beta)**: -1.196 / -1.195 eV
**Total charge**: -2
**Spin multiplicity**: 2
**Energy relative to the best compared isomer or geometry (same formula, charge and spin)**: 0.0 kJ/mol

CARTESIAN COORDINATES (ANGSTROEM)
1 K 1.459 -1.606 0.582
2 Br -3.290 -6.750 3.030
3 C -2.259 -5.156 2.918
4 C -2.067 -4.363 4.026
5 Br -2.823 -4.836 5.705
6 C -1.295 -3.188 3.904
7 Br -1.010 -2.041 5.401
8 C -0.686 -2.770 2.712
9 O 0.013 -1.704 2.601
10 C -0.886 -3.629 1.524
11 O -0.362 -3.283 0.409
12 C -1.676 -4.775 1.692
13 Br -1.935 -5.817 0.117
14 C -3.928 1.784 -0.058
15 Ge -2.529 0.483 0.457
16 C -2.404 0.469 2.406
17 C -3.044 -1.286 -0.199
18 Ge -0.366 1.035 -0.494
19 C 0.454 2.657 0.246
20 C 1.781 3.004 -0.018
21 C 2.338 4.151 0.530
22 C 1.583 4.969 1.360
23 C 0.267 4.629 1.645
24 C -0.287 3.481 1.095
25 C -0.362 1.112 -2.453
26 C -1.542 0.880 -3.163
27 C -1.562 0.911 -4.551
28 C -0.394 1.164 -5.256
29 C 0.792 1.376 -4.566
30 C 0.810 1.347 -3.179
31 H -4.872 1.478 0.396
32 H -4.055 1.825 -1.141
33 H -3.678 2.785 0.294
34 H -3.318 0.035 2.817
35 H -2.287 1.478 2.805
36 H -1.557 -0.147 2.721
37 H -3.907 -1.645 0.364
38 H -2.223 -1.996 -0.072
39 H -3.310 -1.248 -1.258
40 H 2.410 2.366 -0.629
41 H 3.373 4.391 0.317
42 H 2.021 5.860 1.793
43 H -0.327 5.253 2.302
44 H -1.314 3.226 1.336
45 H -2.461 0.671 -2.628
46 H -2.491 0.730 -5.080
47 H -0.406 1.181 -6.340
48 H 1.714 1.551 -5.107
49 H 1.756 1.482 -2.667
50 C 6.926 -2.305 -0.893
51 O 5.634 -1.737 -0.755
52 C 5.414 -0.469 -1.193
53 S 6.640 0.386 -1.958
54 S 3.788 -0.018 -1.078
55 H 6.840 -3.310 -0.483
56 H 7.670 -1.727 -0.343
57 H 7.230 -2.341 -1.940

Charges per atom according to Löwdin partitioning, unit e: 0.6842, 0.6024, -0.7917, -0.7919, 0.6025, -0.6469, 0.6568, -0.4894, -0.2821, -0.5006, -0.2767, -0.6516, 0.6545, -0.2608, 0.6617, -0.2387, -0.2296, 0.9704, -0.3513, -0.1186, -0.0897, -0.1121, -0.1064, -0.1318, -0.3529, -0.1316, -0.1056, -0.1123, -0.0916, -0.1133, 0.0099, -0.0030, -0.0003, 0.0241, 0.0063, -0.0080, 0.0247, 0.0029, 0.0081, 0.0311, 0.1013, 0.0901, 0.0926, 0.0690, 0.0665, 0.0931, 0.0900, 0.1000, 0.0556, -0.1703, -0.2836, -1.3998, 0.4593, 0.4806, 0.0805, 0.0642, 0.0596

Entry 5:
Here is a single C3H6N2O2 molecule from the Open Molecules 2025 dataset. Energies are from wB97M-V/def2-TZVPD.

Output
**HOMO-LUMO gap**: 0.3545 hartree
**Lowest unoccupied orbital energy**: 0.5 eV
**Total energy**: -377.8039 Ha
**Highest occupied orbital energy**: -9.109 eV
**Total charge**: 0
**Energy relative to the best compared isomer or geometry (same formula, charge and spin)**: 408.2 kJ/mol

CARTESIAN COORDINATES (ANGSTROEM)
1 C 0.145 0.717 0.261
2 C 0.728 1.835 -0.584
3 C -1.544 -0.730 1.048
4 N 1.664 1.399 -1.493
5 N -1.124 0.554 0.299
6 O -2.041 1.178 -0.199
7 O 0.363 2.974 -0.434
8 H 0.806 -0.105 0.648
9 H -0.636 -0.778 1.796
10 H -1.457 -1.580 0.330
11 H -2.471 -0.621 1.418
12 H 2.181 0.528 -1.309
13 H 2.215 2.143 -2.102

Charges per atom according to Löwdin partitioning, unit e: -0.0376, -0.5372, 0.0471, 0.1146, -0.3346, 0.0094, 0.0800, 0.1319, 0.1180, 0.1057, 0.0391, 0.0953, 0.1681